No. 1
26
Properties=species:S:1:pos:R:3:forces:R:3:mulliken_charge:R:1 method="wB97M-V/def2-TZVPD" e_tot_ha=-1166.2464 relative_energy_kj_mol=529.51 orbital_gap_ev="6.77 / 6.62" smiles="C=C=C(C)C=P(C)=C=C1CC=CS1"
C 0.6416 -2.3806 -0.3527 0.5351 -0.2768 -2.6614 -0.986
C 1.3338 -1.4096 0.0974 1.4781 0.5872 0.8480 -0.062
C 2.2842 -0.5482 0.3948 0.0845 1.8406 0.2233 1.080
C 3.6305 -0.8870 0.9205 1.9957 -4.2533 0.0397 -1.325
C 2.0922 0.8816 0.2653 -1.5561 0.1132 -1.1386 -0.674
P 0.5384 1.5628 -0.2354 2.2540 0.4418 0.6671 0.149
C 0.8658 3.3454 0.1180 -1.9140 0.0937 2.2619 -1.202
C -0.8381 0.9308 0.4975 0.1914 0.3828 0.1248 -0.630
C -1.9376 0.3068 0.1776 -0.9817 -0.9206 -0.4862 0.789
C -2.5489 -0.0731 -1.2015 1.0199 0.3370 -0.1210 -0.384
C -3.6750 -0.9925 -0.8694 -0.8759 -1.1044 -0.2455 -0.531
C -4.0010 -1.3472 0.3736 2.6200 2.6839 -0.6484 -0.287
S -2.9834 -0.3958 1.4769 0.3710 -0.0739 0.6222 -0.217
H -0.1369 -2.8138 0.1599 -1.7233 -1.0084 1.1460 0.317
H 0.8186 -2.6998 -1.4037 -0.1665 0.0261 0.7391 0.226
H 3.7146 -2.0031 1.2712 -0.5738 1.4350 -1.2288 0.312
H 3.8934 -0.5328 1.9128 0.1239 1.3669 -0.3795 0.370
H 4.4461 -0.8413 0.1002 -1.1721 0.5282 1.5750 0.273
H 2.9286 1.5727 0.1034 -0.1777 -0.4920 0.2191 0.305
H 1.7489 3.7641 -0.2574 1.4032 0.0232 -1.0409 0.409
H 0.9147 3.5810 1.2265 -0.2088 -0.6803 -1.0866 0.319
H 0.0396 3.9386 -0.2459 -0.2757 0.1754 -0.2577 0.363
H -2.9126 0.8440 -1.7206 0.0735 -0.4766 0.4457 0.304
H -1.7460 -0.4840 -1.9356 -1.2736 0.3371 1.4344 0.242
H -4.3306 -1.3705 -1.6024 -0.3433 -0.3946 -1.3366 0.359
H -4.7807 -1.9485 0.7288 -0.9079 -0.6912 0.2848 0.479

---

No. 2
25
Properties=species:S:1:pos:R:3:forces:R:3:mulliken_charge:R:1 method="wB97M-V/def2-TZVPD" e_tot_ha=-427.2223 relative_energy_kj_mol=681.22 orbital_gap_ev="7.08 / 7.14"
C -1.0009 1.1868 1.2144 -1.1502 0.2488 -0.7240 0.988
C -0.9370 1.4287 2.5210 1.4911 -0.5543 2.5147 -1.045
C -1.5745 -0.1844 0.8858 -1.5081 0.1424 -3.2483 -0.892
C 0.1395 2.2837 -0.7416 0.6866 0.5047 -3.4850 -0.187
C -0.9550 -0.9856 -0.3626 -1.1410 -1.3103 2.2646 -0.569
C -0.4600 1.1447 -1.5387 -1.6996 -1.7903 -0.0155 -0.561
C -0.5845 2.3664 0.5057 -0.2893 0.1583 0.6554 -0.732
C -0.2991 -0.1956 -1.3993 0.7835 1.3421 0.4441 -0.061
C 0.5826 -1.1126 -0.6693 0.8970 0.4669 -0.4299 1.467
C 1.0097 -2.3811 -1.4267 -0.4521 -0.6345 -0.6589 -1.319
C 1.7544 -0.6660 0.2171 1.2148 0.3722 -2.1141 -1.648
H -0.5683 2.3557 2.9375 -0.4636 0.3534 -0.2135 0.358
H -0.9212 0.5850 3.2457 -0.2671 0.5374 -0.4946 0.250
H -1.5607 -0.7540 1.7799 0.4302 -0.8416 0.7265 0.459
H -2.7573 -0.0807 0.7170 2.5201 -0.0248 -0.0598 0.317
H 1.2068 2.2057 -0.4493 -0.2729 -0.1246 -0.1807 0.278
H 0.0487 3.1568 -1.4791 0.3065 -0.3894 1.8071 0.257
H -1.4240 -1.9870 -0.3342 0.0229 0.5226 -0.8580 0.324
H -1.5261 1.3497 -1.8639 1.0859 0.2187 0.6546 0.285
H 1.8887 -2.6916 -0.8227 -0.9601 -1.0344 -0.4361 0.365
H 1.4916 -2.1715 -2.4273 -0.9113 0.0365 0.8280 0.265
H 0.1309 -3.1514 -1.5753 2.0224 1.2869 0.4181 0.312
H 2.6629 -0.2630 -0.4316 -2.1546 0.0209 0.9368 0.243
H 2.3369 -1.5070 0.6268 -1.0222 0.1875 0.8487 0.508
H 1.3158 0.0684 0.8706 0.8311 0.3051 0.8201 0.339

---

No. 3
36
Properties=species:S:1:pos:R:3:forces:R:3:mulliken_charge:R:1 method="wB97M-V/def2-TZVPD" e_tot_ha=-1280.4981 orbital_gap_ev="6.21 / 5.55"
H -0.7425 2.9254 2.2677 0.0277 -0.1648 -0.1353 0.388
N -0.2017 1.6300 0.6845 -0.1021 0.1910 -0.5831 0.005
B 0.6068 0.6476 -1.5441 0.4826 0.1993 1.5726 0.189
N 0.4453 1.8176 -0.5075 -0.3424 0.1769 0.5501 0.029
C 0.7612 3.1225 -0.6493 -0.3512 -0.2157 0.6152 -0.121
Mg -1.4510 -0.3478 1.3314 0.6058 3.2149 0.7936 0.703
H 1.2590 3.4651 -1.5408 0.0135 0.0644 0.0152 0.454
C 0.3173 3.7976 0.4818 -0.0214 -0.4090 -0.0215 -1.157
H 0.3955 4.8424 0.6957 0.0830 0.2651 -0.0065 0.411
C -0.2763 2.8128 1.3000 0.5309 0.0904 -1.2815 -0.291
H 1.1066 1.0645 -2.5486 -0.1528 -0.0984 -0.1232 -0.143
C -1.1960 -2.4370 1.4595 -1.8709 -3.4633 1.2820 -0.839
H -1.4526 -2.2790 2.5515 0.5392 0.2423 -0.9603 0.362
H -0.3717 -3.1518 1.3489 -0.2536 0.7258 -0.2360 0.231
H -2.1510 -2.7442 0.9049 1.5698 0.6733 0.3734 0.353
N -0.7776 0.0357 -1.7177 -1.6272 -0.2681 1.1776 -0.055
N 1.5019 -0.4603 -0.9038 -0.0013 -0.5339 0.4049 -0.053
N -1.4697 -0.4330 -0.5621 -0.8023 -0.4680 -5.7055 0.178
N 1.1115 -1.1635 0.2052 0.3005 -0.3683 -0.6842 0.233
C -1.5655 -0.0579 -2.8144 0.3637 -0.1424 0.8598 -0.165
C 2.6816 -0.9279 -1.3695 -0.3795 -0.5769 0.9962 -0.171
H -1.2262 0.3100 -3.7855 -0.0240 -0.2124 0.5323 0.432
H 3.1236 -0.4883 -2.2451 0.1127 -0.0263 -0.0468 0.445
C -2.7612 -0.6508 -2.4549 -0.3710 -0.3984 0.7128 -1.128
C 3.0809 -1.9718 -0.5360 -0.6855 0.5035 0.0728 -1.231
C -2.6333 -0.8909 -1.0636 0.6441 0.8484 -1.0072 -0.083
C 2.0570 -2.0774 0.4422 0.4139 0.8060 -1.4548 -0.171
H -3.6262 -0.8898 -3.0743 0.4884 0.1287 0.2257 0.386
H 3.9648 -2.5620 -0.6126 0.3499 -0.2088 -0.0506 0.425
H -3.3424 -1.3528 -0.4082 -0.4074 -0.0951 0.1659 0.393
H 2.0106 -2.7738 1.2645 -0.1438 0.1290 0.0843 0.376
H -2.2738 1.0876 2.1566 -0.2432 -1.0411 0.1247 -0.305
F 1.6381 0.4860 2.0157 -1.4347 -0.8555 0.7372 -0.197
C 0.4921 -0.0671 2.5252 3.2720 2.1844 2.6562 0.578
F 0.8921 -1.1662 3.2216 -0.7149 0.2992 -0.7307 -0.222
F 0.0724 0.8486 3.4808 0.1316 -1.1964 -0.9253 -0.237